This record from OMol25 describes 2 unconnected molecules or ions with the total composition C35H35BO2S2 in a non-equilibrium geometry. The level of theory is ωB97M-V/def2-TZVPD.

LUMO energy ... -2.0 eV
Frontier orbital gap ... 2.39 eV
Multiplicity ... 1
Total energy ... -2326.113203 hartree

```
75
Properties=species:S:1:pos:R:3:lowdin_charge:R:1
C -2.84719 -4.06735 -1.35767 -0.12
C -2.17645 -2.90964 -0.65410 -0.64
C -2.84446 -2.03664 0.18034 -0.20
C -2.10396 -1.08749 0.85794 -0.16
C -0.58652 -1.18705 0.91753 -0.40
B 0.46813 2.21295 -2.69514 -0.28
C -0.26108 -2.19068 2.06068 -0.51
C -0.51211 -2.09417 3.42083 -0.12
C 0.37243 -2.90511 4.22033 -0.16
C 1.17910 -3.73359 3.51912 -0.54
C 2.27867 -4.57519 4.08834 -0.10
S 0.65245 -3.62998 1.84274 1.04
O 0.04227 0.92263 -3.14023 0.06
C -1.35099 1.09701 -3.53129 -0.44
C -1.22905 1.49467 -4.99884 0.00
C -2.01267 -0.23584 -3.27109 0.00
C -1.83502 2.30642 -2.63363 -0.40
C -2.42434 3.56755 -3.27011 -0.02
C -2.72672 1.85820 -1.47230 0.00
O -0.58339 2.92739 -2.20591 0.10
S -0.51321 -2.51471 -0.60955 0.95
H -3.95616 -3.97021 -1.31777 0.08
H -2.56587 -4.20608 -2.43109 0.07
H -2.63934 -5.02185 -0.82317 0.07
H -3.91811 -2.17090 0.25930 0.11
H -2.61422 -0.33852 1.46891 0.08
H -1.23434 -1.43240 3.88386 0.10
H 0.49779 -2.91470 5.28512 0.10
H 2.00393 -4.81400 5.14114 0.08
H 2.39788 -5.52936 3.53627 0.08
H 3.32074 -4.13056 4.15853 0.08
H -2.18643 1.61100 -5.48314 0.09
H -0.65423 2.42906 -5.08970 0.09
H -0.69266 0.70630 -5.54201 0.10
H -3.07297 -0.26669 -3.52586 0.10
H -1.55460 -1.00225 -3.89714 0.10
H -1.85066 -0.54402 -2.22992 0.06
H -3.35828 3.43627 -3.82184 0.09
H -2.64336 4.22736 -2.40743 0.10
H -1.66963 4.07985 -3.86912 0.09
H -3.69351 1.49806 -1.85855 0.11
H -2.27967 1.09739 -0.80700 0.08
H -2.96968 2.71806 -0.83898 0.09
C 0.36925 -0.03204 0.59835 -0.13
C 1.63596 -0.52801 1.38374 -0.19
C 1.95311 -0.19042 2.69637 -0.01
C 3.08765 -0.75974 3.25930 -0.07
C 3.88644 -1.61497 2.50604 -0.09
C 3.47099 -2.04608 1.25127 -0.08
C 2.30817 -1.53017 0.70568 -0.14
C 1.22100 0.73351 -0.64425 0.00
C 1.17244 2.17503 -0.56921 -0.16
C 2.21128 3.01936 -1.09387 0.00
C 3.05727 2.44371 -2.02578 -0.08
C 2.94023 1.08226 -2.33588 -0.06
C 2.06094 0.24684 -1.63973 -0.05
C 0.42342 2.52956 0.61357 -0.11
C -0.10002 1.33415 1.19120 -0.11
C -0.82306 1.43929 2.36439 -0.03
C -0.91369 2.69872 2.99428 -0.06
C -0.13607 3.79251 2.58195 -0.08
C 0.58384 3.69429 1.38620 0.00
H 1.34889 0.56646 3.20486 0.12
H 3.31487 -0.51339 4.30632 0.11
H 4.79253 -2.01457 2.93946 0.10
H 4.03108 -2.76593 0.67271 0.11
H 2.01582 -1.79642 -0.30840 0.07
H 2.43771 3.95817 -0.59748 0.12
H 3.83423 3.05094 -2.50070 0.12
H 3.62738 0.62977 -3.04667 0.12
H 2.08926 -0.81358 -1.89674 0.12
H -1.29946 0.53369 2.77585 0.10
H -1.53536 2.81311 3.87570 0.10
H -0.04473 4.71561 3.17947 0.11
H 1.32613 4.46716 1.11358 0.11
```

***

This record from OMol25 describes 7 unconnected molecules or ions with the total composition C35H35ClNO10 in a non-equilibrium geometry. The level of theory is ωB97M-V/def2-TZVPD.

LUMO energy ... 2.4 eV
Frontier orbital gap ... 7.99 eV
Relative energy (zero: lowest compared OMol25 entry of this formula, charge and spin) ... 201.1 kJ/mol
Multiplicity ... 1
Total charge ... -1
Total energy ... -2621.790699 hartree

```
82
Properties=species:S:1:pos:R:3:lowdin_charge:R:1
Cl 0.38377 -0.31270 -0.05389 0.16
N 3.66618 -1.00077 5.21106 0.04
C 2.68890 -1.08602 6.15423 -0.15
C 1.36012 -0.61053 5.93577 -0.01
C 1.10007 -0.21653 4.51402 -0.05
C 2.08576 -0.34274 3.53809 -0.11
C 3.33514 -0.73904 3.90028 -0.14
H 2.93461 -1.35479 7.09311 0.05
H 0.57035 -0.76061 6.62296 0.07
H 0.15134 0.15604 4.31247 0.06
H 1.74136 -0.03522 2.48341 0.08
H 4.19377 -0.76017 3.15972 0.12
C -4.39812 -0.53321 3.91645 0.07
C -3.88052 0.24269 2.70050 0.05
C -2.64105 -0.05019 2.11080 -0.36
C -1.81225 -1.10434 2.62832 0.02
C -2.27192 -1.81259 3.84519 0.00
C -3.49181 -1.49488 4.45781 -0.31
O -3.82050 -2.23917 5.58176 0.03
O -2.12776 0.79692 1.25028 0.05
H -5.18985 -0.49296 4.29885 -0.03
H -4.37794 1.07830 2.35796 0.07
H -0.75531 -1.20454 2.54542 0.06
H -1.51111 -2.35691 4.40639 0.10
H -4.58531 -1.97370 6.03362 0.06
H -1.31584 0.48679 1.03340 -0.11
C -1.35011 -0.10827 -3.80706 0.08
C -2.25572 -0.04597 -5.06214 0.04
C -1.86316 -0.52610 -6.29918 -0.38
C -0.54784 -1.06189 -6.44608 -0.01
C 0.39120 -1.05499 -5.36825 -0.02
C -0.00528 -0.55274 -4.13938 -0.27
O 0.98661 -0.40824 -3.16911 -0.01
O -2.76846 -0.69962 -7.28169 0.00
H -1.57830 0.24240 -2.99105 -0.01
H -3.34663 0.14747 -4.87516 0.11
H -0.25143 -1.62243 -7.31060 0.09
H 1.39773 -1.23543 -5.47454 0.08
H 0.73391 -0.19872 -2.29795 -0.07
H -2.59929 -1.28478 -8.08587 0.14
C -3.76432 -0.89097 -1.83072 0.05
C -5.05184 -0.60248 -2.67574 0.04
C -5.67022 -1.75427 -3.21041 -0.38
C -5.14548 -2.97195 -3.09086 -0.05
C -3.91072 -3.21204 -2.46237 -0.01
C -3.18526 -2.22738 -1.81856 -0.28
O -1.86862 -2.49656 -1.39323 -0.04
O -6.88151 -1.53472 -3.85851 0.02
H -3.39566 0.00718 -1.47728 0.06
H -5.37330 0.41019 -2.86998 0.10
H -5.73808 -3.75362 -3.49517 0.10
H -3.69107 -4.18586 -2.43897 0.07
H -1.27280 -1.63621 -1.19510 0.06
H -7.12150 -2.46702 -3.98278 0.09
C 1.11262 3.21246 1.76883 0.05
C 1.42644 4.24060 2.87606 0.01
C 1.30089 5.56343 2.52342 -0.30
C 0.66042 5.99141 1.26795 0.02
C 0.16529 4.99113 0.39801 -0.04
C 0.49889 3.66928 0.52931 -0.27
O 0.00953 2.71820 -0.39579 -0.03
O 1.71057 6.50618 3.48416 0.08
H 1.34061 2.21000 1.98781 0.05
H 1.68090 3.82677 3.93663 0.14
H 0.16263 6.90273 1.00624 0.10
H -0.44416 5.32185 -0.25793 0.05
H 0.18380 1.80673 -0.08395 -0.07
H 2.14848 7.00323 3.00388 -0.06
C 7.00396 -1.49806 -0.91904 -0.03
C 5.91752 -1.62088 0.01411 -0.02
C 4.67925 -1.06817 -0.14214 -0.39
C 4.63581 -0.06510 -1.13940 0.03
C 5.73942 0.18484 -2.09117 0.01
C 6.92867 -0.50669 -1.89408 -0.36
O 7.99708 -0.25480 -2.69159 0.04
O 3.63209 -1.18525 0.66747 0.02
H 7.89498 -1.81562 -0.68128 0.04
H 6.03697 -2.40206 0.96441 0.17
H 3.81840 0.69821 -1.04868 0.13
H 5.45859 0.91757 -2.83434 0.10
H 8.69517 -0.85394 -2.41119 0.10
H 2.70021 -1.04816 0.53202 0.00
```

***

This record from OMol25 describes a molecular structure, C35H35CrFN3O2PS3Te. The level of theory is ωB97M-V/def2-TZVPD.

LUMO energy (spin up / spin down) ... 2.1 / 2.1 eV
Frontier orbital gap (spin up / spin down) ... 5.92 / 6.10 eV
Relative energy (zero: lowest compared OMol25 entry of this formula, charge and spin) ... 140.8 kJ/mol
Multiplicity ... 4
Total charge ... -1
⟨S²⟩ ... 3.868
Total energy ... -4617.981102 hartree

```
82
Properties=species:S:1:pos:R:3:lowdin_charge:R:1
Cr -0.84327 0.25956 0.15004 0.26
C -3.48549 3.72140 0.08006 -0.03
C -2.90584 2.45890 -0.15004 -0.09
N -1.82039 2.06227 0.47150 0.02
C -1.19520 2.91946 1.33712 -0.15
C -1.71505 4.18893 1.63468 -0.17
C -2.90093 4.56917 0.97062 -0.02
C -1.03852 5.01251 2.57273 -0.07
C 0.08650 4.52957 3.17421 -0.09
C 0.61050 3.24890 2.88883 -0.01
C -0.00019 2.41938 1.96586 -0.21
N 0.30404 1.13708 1.63389 -0.04
C 0.82898 0.26903 2.56924 -0.27
C 2.01460 0.36389 3.25101 -0.01
C 2.40106 -0.63443 4.18166 -0.08
C 1.60977 -1.71136 4.44287 -0.05
C 0.36500 -1.84098 3.76964 -0.17
C -0.52088 -2.92055 3.96842 -0.02
C -1.70091 -2.95948 3.29110 -0.04
C -1.99844 -1.92566 2.37854 -0.12
N -1.19571 -0.92275 2.14266 0.04
C -0.01835 -0.86019 2.84278 -0.21
H -4.37976 3.99314 -0.46494 0.11
H -3.33800 1.77235 -0.85972 0.09
H -3.32459 5.54848 1.16599 0.12
H -1.42411 5.99952 2.79832 0.10
H 0.60709 5.14949 3.89562 0.10
H 1.50053 2.91891 3.40294 0.09
H 2.68967 1.17929 3.03014 0.11
H 3.35568 -0.53828 4.68621 0.10
H 1.91735 -2.47644 5.14596 0.10
H -0.24359 -3.71676 4.65092 0.12
H -2.40028 -3.77471 3.41686 0.10
H -2.92300 -1.95113 1.81618 0.10
F -5.87963 1.10701 -4.84696 0.02
C -5.05625 0.63012 -3.87218 -0.30
C -3.76964 0.25612 -4.20117 -0.01
C -2.93215 -0.22607 -3.20516 -0.07
C -3.35585 -0.33908 -1.87465 -0.33
C -2.44114 -0.83514 -0.80675 -0.23
C -4.67560 0.03528 -1.60275 -0.09
C -5.53330 0.52500 -2.58663 -0.03
H -3.42814 0.34706 -5.22464 0.12
H -1.91844 -0.51645 -3.45163 0.03
H -1.87351 -1.68796 -1.18266 0.02
H -3.04894 -1.18591 0.03411 0.02
H -5.04454 -0.05464 -0.58476 0.11
H -6.55206 0.81533 -2.36244 0.11
C 4.41239 -1.42742 -2.97923 -0.04
C 3.53155 -1.39090 -1.74776 -0.50
C 4.30183 -1.16711 -0.46741 -0.05
O 2.86071 -2.66889 -1.67105 -0.34
P 1.25326 -2.75859 -1.58515 -0.13
S 0.35979 -2.44295 -3.26724 0.25
S 0.69873 -1.66997 0.02722 0.44
O 1.12658 -4.29932 -1.16774 -0.32
C 1.91647 -5.08319 -0.25112 -0.44
C 3.08905 -5.68256 -1.00898 -0.05
C 2.35570 -4.35335 1.00618 -0.08
H 4.93105 -0.47304 -3.09845 0.08
H 3.80711 -1.61093 -3.86718 0.08
H 5.15756 -2.22299 -2.89145 0.08
H 2.78740 -0.60593 -1.86475 0.05
H 5.04673 -1.95773 -0.33218 0.08
H 3.62684 -1.15747 0.39037 0.05
H 4.81709 -0.20518 -0.51405 0.08
H 1.23125 -5.88245 0.03526 0.13
H 3.77897 -4.89524 -1.31209 0.07
H 2.73891 -6.19771 -1.90391 0.08
H 3.61918 -6.39816 -0.37465 0.08
H 3.01320 -3.51712 0.76889 0.06
H 2.90291 -5.05806 1.63807 0.08
H 1.50489 -3.96216 1.56270 0.05
Te 0.28717 1.16548 -2.08918 0.97
C 0.25825 3.26697 -2.30641 -0.98
C -0.38593 4.29319 -1.67131 -0.24
C -0.08445 5.58318 -2.20826 -0.21
C 0.78707 5.52606 -3.25110 -0.46
S 1.24185 3.90402 -3.56792 0.88
H -1.06089 4.14603 -0.84383 0.05
H -0.50485 6.50627 -1.82847 0.09
H 1.18352 6.33800 -3.84144 0.05
```

***

This record from OMol25 describes a molecular structure, C35H35N4O5Re in a non-equilibrium geometry. The level of theory is ωB97M-V/def2-TZVPD.

LUMO energy (spin up / spin down) ... -3.8 / -4.1 eV
Frontier orbital gap (spin up / spin down) ... 5.23 / 6.36 eV
Multiplicity ... 4
Total charge ... +1
⟨S²⟩ ... 3.787
Total energy ... -2028.051724 hartree

```
80
Properties=species:S:1:pos:R:3:lowdin_charge:R:1
Re 0.52703 -0.08640 0.02810 1.66
C -2.77820 -3.56425 -1.62960 -0.06
O -1.46839 -4.03730 -1.26117 0.03
C -0.75098 -2.94490 -0.97561 -0.33
N -1.32621 -1.81275 -1.00250 0.13
C -2.75252 -2.06089 -1.26012 -0.23
C -3.40714 -1.16766 -2.28879 -0.18
C -2.97343 0.13794 -2.49308 -0.04
C -3.63162 0.95215 -3.40496 -0.07
C -4.72249 0.47470 -4.11475 -0.07
C -5.16593 -0.82001 -3.90215 -0.06
C -4.51376 -1.63543 -2.99043 -0.04
C 0.64398 -3.12650 -0.60491 -0.15
C 1.22245 -4.38276 -0.60218 0.04
C 2.53825 -4.54030 -0.19073 0.00
C 3.24695 -3.40769 0.16540 0.04
C 2.61761 -2.17767 0.10867 -0.18
N 1.31167 -2.01010 -0.23104 -0.01
C 3.30895 -0.93131 0.32824 -0.33
N 2.74170 0.19731 0.03561 0.04
C 3.76455 1.25686 0.22473 -0.22
C 4.88614 0.48862 0.95481 -0.03
O 4.55484 -0.90728 0.76269 0.06
C 3.33357 2.48098 0.98783 -0.21
C 2.57209 2.35878 2.14531 -0.05
C 2.23093 3.48800 2.87021 -0.05
C 2.65911 4.74019 2.45758 -0.06
C 3.43634 4.86307 1.31686 -0.06
C 3.77294 3.73616 0.58399 -0.03
H -3.51892 -4.13704 -1.07842 0.14
H -2.91227 -3.72329 -2.69975 0.13
H -3.27201 -1.90434 -0.30641 0.15
H -2.13681 0.51168 -1.91373 0.08
H -3.30877 1.97167 -3.56247 0.10
H -5.22943 1.11260 -4.82625 0.11
H -6.02569 -1.19791 -4.43954 0.11
H -4.88278 -2.63990 -2.81946 0.11
H 0.62684 -5.22643 -0.92039 0.13
H 2.99754 -5.51791 -0.16765 0.13
H 4.27978 -3.45086 0.48214 0.14
H 4.11636 1.54129 -0.77097 0.14
H 4.88819 0.69146 2.02570 0.14
H 5.87260 0.67527 0.54176 0.14
H 2.23326 1.38324 2.47850 0.11
H 1.62440 3.38912 3.76089 0.11
H 2.37872 5.62095 3.01877 0.11
H 3.77429 5.83704 0.98824 0.11
H 4.38750 3.83272 -0.30394 0.12
C -0.60616 2.73002 -3.03600 0.00
C 0.58268 2.33391 -2.17441 -0.49
C 1.86446 2.96768 -2.69709 0.01
O 0.73151 0.89244 -2.12680 -0.12
C 0.25031 2.81528 -0.73463 -0.58
O 0.18115 3.99960 -0.52153 0.12
O -0.03940 1.87030 0.11737 -0.19
H -0.55925 2.24504 -4.01526 0.11
H -0.58602 3.80806 -3.17711 0.11
H -1.54022 2.47150 -2.53985 0.07
H 1.87421 2.96708 -3.78842 0.10
H 2.73271 2.41395 -2.34691 0.07
H 1.92285 3.99110 -2.33440 0.10
H 0.23913 0.49498 -2.85482 0.11
C 0.82525 -2.20363 3.38230 -0.04
C -0.59913 -1.74638 3.51423 -0.21
C -1.38742 -2.13440 4.58010 -0.05
C -2.70622 -1.71380 4.69083 -0.07
C -3.25229 -0.87626 3.72586 -0.05
C -2.50800 -0.45192 2.64336 -0.20
C -3.05311 0.46233 1.58524 -0.03
C -1.16278 -0.90150 2.51824 -0.28
N -0.45661 -0.52945 1.44381 -0.12
H 1.20422 -2.56927 4.33486 0.08
H 1.46101 -1.38604 3.03675 0.06
H 0.89981 -3.01697 2.65267 0.08
H -0.96037 -2.77525 5.34250 0.11
H -3.30401 -2.03223 5.53411 0.11
H -4.27586 -0.53674 3.82892 0.11
H -4.04286 0.82673 1.85238 0.09
H -3.11845 -0.05731 0.62391 0.05
H -2.38236 1.31020 1.43478 0.08
```